(1)
Density functional theory data (ωB97M-V with the def2-TZVPD basis set) for C4H9NO2S in the gas phase at a distorted geometry.

Element x y z (Å)
S: 0.00593 1.29401 0.94408
C: 0.03918 -0.39484 -1.73660
H: 0.58546 0.50324 -1.53304
H: 1.94423 -1.26672 -1.90267
N: -0.53827 -0.36623 0.54040
H: 2.04404 -0.56101 0.43872
H: -1.59667 3.04120 1.67260
H: 1.31717 -2.08565 0.89971
O: -1.07107 -0.36649 -0.78718
H: -2.41451 1.62437 0.58297
C: 0.98800 -1.49565 -1.25336
O: 0.73531 1.09638 2.23985
H: 0.64852 -2.44921 -1.38577
H: -0.49939 -0.41432 -2.67659
C: 1.29655 -1.30279 0.19198
C: -1.62434 1.86747 1.40232
H: -1.86013 1.27626 2.36258

Forces on the atoms, in the same order (eV/Å):
S 0.4083 -0.7251 0.7608
C -1.2286 -0.0893 2.1986
H 0.2823 0.9354 -0.6864
H -1.5243 -0.9096 1.2289
N 2.1817 -0.8261 -0.8884
H -0.1158 0.3279 0.0245
H 0.0135 -2.7794 -0.8039
H -0.3788 -0.9756 0.3618
O 1.0792 -0.1161 0.8994
H 1.5267 0.5513 1.3753
C 2.6811 2.3015 -1.1530
O -0.5173 0.2400 -1.1117
H -0.9759 -2.4767 -0.8774
H 0.7065 -0.3549 -0.4595
C -2.6302 2.9377 -0.3989
C -1.7361 1.0395 0.9895
H 0.2276 0.9194 -1.4595

The calculation puts the orbital gap at 9.17 eV. Its spin multiplicity is 1. The HOMO energy comes out at -8.62 eV. Its electronic energy is -20709.08058 eV.

Atomic partial charges in e from the natural (NBO) method, atoms 1 to 6: number 1, S, carries 1.30; number 2, C, carries -0.08; number 3, H, carries 0.17; number 4, H, carries 0.23; number 5, N, carries -0.35; number 6, H, carries 0.21

(2)
Density functional theory data (ωB97M-V with the def2-TZVPD basis set) for C21H18N2O4S in the gas phase.

Element x y z (Å)
H: 1.31919 0.74209 7.08236
N: -1.80815 0.42446 -3.48442
O: 3.58526 -2.48865 7.33209
H: 0.73738 2.02956 2.52794
H: -0.01376 -0.10916 -0.25034
C: 1.42184 1.34794 0.01653
H: -2.31354 -0.46318 -6.02910
C: -0.13632 1.07679 -1.88283
C: -0.46312 2.33376 -3.89697
H: -2.95431 -1.22640 -3.14559
C: 1.80865 0.66240 1.29788
C: -1.44354 1.48789 -4.27195
H: 2.96901 -0.86196 0.28922
H: -1.69107 -1.85877 -5.13169
H: 1.00166 2.79550 -2.34608
O: -1.51445 -0.81192 -1.57945
H: -3.91095 -2.85645 -5.01214
C: -4.21777 0.22347 -4.10776
C: -2.87159 -0.48510 -3.93858
H: 2.68548 -1.50710 9.16683
C: 2.48967 -0.77317 6.07490
C: -3.81241 -1.95074 -5.60973
C: 1.65568 0.37291 6.12463
C: 1.73191 0.51521 3.70913
C: -1.19560 0.15203 -2.27501
C: 3.00150 -1.11231 2.40358
C: 2.92850 -1.25854 4.87316
H: -3.85479 -2.22166 -6.66263
S: -5.19360 -0.81120 -5.24687
C: -2.54689 -1.19255 -5.24977
C: 2.91906 -1.48673 7.30874
H: 3.63719 -1.98868 2.37520
H: 0.65487 1.87264 4.99863
O: 1.97823 2.35075 -0.38426
H: -4.09453 1.21829 -4.53453
C: 0.21595 2.12956 -2.66516
C: 1.36637 1.14752 2.49546
N: 0.41539 0.71468 -0.65330
C: 2.56139 -0.62757 3.66179
H: -1.98927 1.59780 -5.19685
O: 2.38434 -0.95608 8.42943
H: 3.56424 -2.13502 4.85861
C: 1.29004 0.99589 4.96917
C: 2.63246 -0.48911 1.24824
H: -4.72983 0.31791 -3.15216
H: -0.19977 3.16300 -4.53634

Forces on the atoms, in the same order (eV/Å):
H -0.0033 0.0051 -0.0010
N -0.0588 -0.0044 -0.0909
O 0.2308 0.1260 -0.0054
H 0.0001 -0.0001 0.0009
H 0.0010 -0.0039 0.0004
C 0.0632 -0.0864 -0.0664
H -0.0005 -0.0140 -0.0093
C -0.0439 -0.0392 0.0260
C -0.0258 0.0432 -0.0911
H -0.0404 -0.0150 -0.0573
C -0.0792 -0.0450 0.0439
C 0.0652 -0.0092 0.1225
H 0.0044 -0.0003 -0.0023
H 0.0081 0.0038 -0.0131
H 0.0011 0.0020 -0.0084
O 0.0100 0.0363 0.0316
H -0.0111 0.0096 0.0080
C 0.0047 -0.0199 0.0098
C 0.0833 0.0286 0.1228
H 0.0084 -0.0030 -0.0360
C 0.1681 0.1095 -0.0202
C -0.0060 0.0106 -0.0500
C 0.0541 -0.0401 -0.0420
C -0.0309 0.0478 0.0127
C -0.0023 -0.0210 -0.0990
C -0.0037 0.0052 0.0033
C -0.0072 0.0376 0.0098
H 0.0080 -0.0005 0.0108
S 0.0201 -0.0095 0.0345
C -0.0039 0.0079 0.0299
C -0.5854 -0.3422 -0.0354
H -0.0004 -0.0012 0.0039
H -0.0018 0.0000 -0.0033
O -0.0507 0.0369 0.0554
H -0.0040 -0.0036 -0.0112
C -0.0076 -0.0565 0.0741
C 0.0680 0.0239 0.0093
N 0.0432 0.0871 -0.0462
C 0.0254 -0.0678 -0.0027
H -0.0047 -0.0005 -0.0056
O 0.1493 0.1339 0.0385
H 0.0010 0.0039 -0.0022
C -0.0042 -0.0070 -0.0086
C -0.0314 0.0288 0.0570
H -0.0072 0.0162 -0.0065
H -0.0030 -0.0136 0.0092

The calculation puts the orbital gap at 8.27 eV. Its spin multiplicity is 1. The HOMO energy comes out at -8.32 eV. Its electronic energy is -44076.76965 eV.

Atomic partial charges in e from the natural (NBO) method, atoms 1 to 6: number 1, H, carries 0.23; number 2, N, carries -0.38; number 3, O, carries -0.59; number 4, H, carries 0.22; number 5, H, carries 0.44; number 6, C, carries 0.68

(3)
Density functional theory data (ωB97M-V with the def2-TZVPD basis set) for a molecular structure, C61H59NO2OsP2Si2 at a distorted geometry.

Element x y z (Å)
H: 4.89674 -4.11587 3.55864
P: 0.01975 -0.11306 -3.19649
H: 2.30079 3.36570 -2.37325
H: 5.87370 -0.50979 1.46353
C: -4.25936 -5.12057 -0.22221
H: 0.65646 2.88955 -1.92995
H: -6.20822 0.64707 -1.88506
Si: 1.96876 1.27103 3.21512
C: 1.62733 3.19529 -1.52998
Si: 2.31700 1.85060 -0.42634
C: 2.96720 0.16705 4.39176
C: 0.85213 -2.21105 -4.99709
H: -4.69890 -1.26528 -1.47023
C: -1.67144 2.30819 2.11676
C: -0.35565 6.05962 0.54670
C: 1.66205 -2.70483 -6.01058
H: 1.49167 -3.70284 -6.39425
H: 3.68599 -0.02856 -6.43847
H: 4.47807 3.61032 -0.60973
H: -1.83484 -1.69101 6.00276
C: 5.16057 3.86270 2.68282
H: 1.65789 -3.31660 -0.12690
H: 6.04343 4.71681 0.91716
C: 3.46712 0.80158 -1.48452
H: -4.10249 -2.31990 5.23686
C: -2.07503 2.22383 -5.78480
H: 1.01916 1.97895 5.41047
H: -3.15629 4.22958 1.07391
H: -4.49646 -0.11020 -5.42135
C: 4.59496 -3.23799 3.00120
H: -0.38187 -2.61714 3.54094
O: 1.06656 0.88926 0.13984
C: -1.70126 5.71256 0.54463
C: -3.26079 -0.16548 2.75610
H: -0.16801 2.18021 -4.81279
C: -3.77989 -4.88261 -1.50371
H: -3.66790 0.27952 1.85431
C: 2.89195 -0.64560 -6.03768
H: -5.01882 -1.31050 3.16463
C: -1.34670 0.45970 -4.29549
H: -2.71711 2.39902 2.41373
C: -3.54435 0.39122 -5.29874
H: 0.05652 2.66227 4.10233
C: -2.23316 -1.28103 5.08218
C: -3.01372 -3.75491 -1.75904
H: -0.48155 -0.09719 4.67941
C: -1.46581 -0.39725 4.32842
C: -0.22923 -3.22737 2.66458
H: 3.31159 -2.31010 -7.32573
H: -4.33420 -4.42131 1.80699
H: 4.42183 0.61376 -0.99110
H: 0.10420 -2.19074 -1.98971
C: 2.08815 -0.16111 -5.01580
H: -4.06100 2.03219 -6.58094
C: -1.11358 1.66646 -4.95601
C: -0.91299 -4.42986 2.51449
C: -0.68251 -5.23368 1.41055
H: 0.91773 3.20197 1.81263
H: 2.26463 0.83166 -4.61911
C: 0.24022 -4.82774 0.45016
C: 2.68208 -1.92262 -6.53510
C: -2.71358 -2.86393 -0.72873
H: -2.66214 -3.57870 -2.76731
H: 0.05840 -2.84240 -4.61687
H: -1.87282 3.15808 -6.29322
N: 1.43981 -1.60623 1.86423
C: -2.45200 1.27371 -1.24226
C: 3.79842 -1.00437 1.59828
H: 3.95822 -0.06794 4.00456
C: 2.83068 -1.87623 2.07009
C: 0.58036 5.14928 1.01719
C: 4.16568 3.03076 3.17173
H: -5.30886 2.94625 -1.92521
C: 3.25256 2.38145 2.32880
C: 3.24939 -3.01513 2.76641
H: 2.51583 -3.71462 3.14469
H: 1.60741 3.38568 4.51816
H: -2.93202 -2.43482 1.35915
H: 3.02264 -0.16896 -1.72375
C: 0.68605 -2.82087 1.71390
C: -2.95079 -0.03164 -1.25944
C: 0.92324 -3.63393 0.60545
C: -2.10140 4.48028 1.03778
C: -4.30530 -0.25605 -1.48077
C: -1.95997 0.16327 3.15405
H: 3.67073 1.30590 -2.42962
C: -1.16884 3.54951 1.50647
H: 3.48752 -0.14170 1.03745
H: 2.45769 -0.78319 4.57512
H: 1.48424 4.13879 -1.00625
C: 5.26949 4.07166 1.31451
C: -5.15309 0.81936 -1.71545
C: 5.55489 -2.34042 2.54428
H: -1.40389 1.45135 -1.01384
C: 5.14756 -1.22408 1.83406
C: -1.10403 1.12229 2.39692
H: -2.79592 -1.10874 -3.98696
Os: 0.55548 0.11059 1.70419
H: 6.60486 -2.51443 2.74073
H: -1.61846 -4.74041 3.27646
C: -3.18954 -3.11506 0.55674
C: 1.07514 2.43564 4.41786
H: 4.09840 2.87996 4.24538
C: -3.29971 1.59029 -5.95095
C: -3.96651 -4.23586 0.80531
H: -1.27399 -2.18809 -3.10733
C: 4.37933 3.44247 0.46052
C: -3.50598 -1.62233 4.66225
H: 0.42819 -5.44664 -0.41901
H: 1.63468 5.40279 1.03527
O: -1.04404 -1.01842 0.34645
P: -1.77149 -1.34022 -0.91705
C: -4.64712 2.11153 -1.73090
C: -3.29765 2.34117 -1.48773
H: -4.00776 -5.57290 -2.30584
H: 3.09016 0.66795 5.35627
H: -1.21075 -6.17189 1.29712
C: -4.02074 -1.05142 3.49792
C: -2.57179 -0.17261 -4.48317
C: 1.05541 -0.93224 -4.48560
H: -4.85780 -6.00128 -0.02593
H: -2.44143 6.41246 0.17661
H: 5.84725 4.34914 3.36537
C: -0.72847 -1.59336 -2.37680
C: 3.36490 2.60102 0.94019
C: 0.17693 3.90190 1.46547
H: -0.04213 7.03256 0.18989
H: -2.90465 3.35015 -1.48477

Forces on the atoms, in the same order (eV/Å):
H 0.0009 -0.0009 -0.0053
P -0.0568 0.0374 -0.1098
H -0.0098 -0.0265 -0.0058
H -0.0175 -0.0199 0.0027
C 0.0028 0.0050 0.0178
H 0.0208 -0.0162 -0.0469
H 0.0018 -0.0007 -0.0056
Si -0.0548 -0.1411 -0.1839
C -0.1926 -0.0126 0.0275
Si 0.2567 0.0819 -0.0495
C 0.0971 -0.0072 0.1112
C 0.0127 -0.0658 -0.0275
H -0.0074 -0.0041 -0.0042
C -0.0575 0.0101 -0.1109
C 0.0236 0.0002 0.0002
C -0.0154 0.0264 0.0289
H 0.0046 0.0032 0.0014
H -0.0015 -0.0028 0.0085
H -0.0018 0.0106 0.0152
H 0.0082 -0.0027 -0.0300
C -0.0255 0.0031 -0.0148
H 0.0014 -0.0059 0.0091
H -0.0035 0.0027 0.0055
C -0.1349 -0.2563 0.0388
H -0.0097 0.0267 0.0064
C -0.0092 -0.0279 -0.0064
H -0.0044 0.0097 -0.0143
H 0.0105 0.0015 -0.0012
H 0.0047 0.0072 0.0082
C 0.0413 0.0437 -0.0193
H -0.0683 0.0767 0.0569
O 0.3898 0.6128 -1.1686
C 0.0022 -0.0410 0.0305
C 0.0508 -0.0038 -0.1081
H -0.0258 0.0029 0.0144
C 0.0065 0.0136 -0.0060
H 0.0663 -0.0537 -0.0315
C -0.0149 0.0050 -0.0002
H -0.0105 0.0249 0.0178
C 0.0194 0.0483 0.0696
H 0.0009 -0.0022 0.0338
C 0.0265 -0.0082 0.0023
H 0.0520 0.0519 0.0331
C 0.0858 0.0568 0.0011
C -0.0399 0.0458 0.0630
H -0.0329 -0.0705 -0.0221
C 0.0869 -0.0092 0.2129
C -0.0573 -0.0847 0.1158
H -0.0029 0.0035 0.0027
H 0.0161 -0.0065 -0.0043
H -0.0029 0.0069 0.0220
H 0.0029 -0.0662 -0.0870
C 0.0201 -0.0042 0.0268
H 0.0103 -0.0072 -0.0069
C -0.0337 0.0155 0.0026
C 0.0533 -0.0104 0.0182
C 0.0412 0.0051 -0.0037
H 0.0614 -0.0240 0.0926
H 0.0229 0.0234 0.0291
C -0.0211 0.0088 0.0420
C -0.0142 -0.0190 0.0122
C -0.0637 -0.0613 -0.0021
H -0.0018 -0.0222 -0.0018
H -0.0020 0.0176 0.0146
H -0.0021 0.0005 0.0166
N -0.0253 -0.3589 0.3939
C 0.0444 -0.0386 0.0815
C 0.0339 -0.0212 -0.2293
H -0.0082 -0.0242 0.0535
C -0.1864 0.0326 0.4493
C -0.0448 0.0619 0.0341
C -0.0030 -0.0195 -0.0612
H -0.0017 -0.0013 0.0056
C 0.1026 0.0545 -0.0647
C -0.0210 0.0437 0.0519
H 0.0049 -0.0052 0.0035
H 0.0326 -0.0440 0.0465
H -0.0062 -0.0184 -0.0064
H -0.0087 0.0317 0.0048
C 0.0956 0.1021 -0.4640
C -0.0523 0.1278 -0.0129
C -0.0410 0.0424 -0.0687
C -0.0092 0.0683 -0.0184
C 0.0279 0.0349 -0.0636
C 0.1050 0.0262 0.0311
H 0.0262 0.0234 -0.0435
C 0.0145 -0.1450 -0.0137
H -0.0134 0.1786 -0.0570
H -0.0209 0.0381 0.0314
H 0.0256 -0.0748 -0.0502
C 0.0199 -0.0039 0.0101
C 0.0309 -0.0153 0.0119
C -0.0110 -0.0485 0.0328
H -0.0247 -0.0099 -0.0055
C -0.0490 0.0085 -0.0471
C -0.0379 -0.3272 0.3578
H -0.0068 0.0162 0.0036
Os -0.3027 0.0257 0.2945
H -0.0079 -0.0084 -0.0083
H -0.0022 0.0226 -0.0153
C -0.0183 0.0055 -0.0443
C -0.1532 0.1305 0.0516
H -0.0044 -0.0065 -0.0153
C 0.0240 -0.0013 0.0122
C -0.0354 -0.0019 -0.0208
H 0.0113 -0.1076 0.0593
C -0.0460 -0.0122 0.0204
C -0.0819 0.0032 -0.1203
H 0.0049 -0.0038 0.0124
H -0.0087 -0.0126 -0.0099
O 0.1900 -0.0881 -0.3157
P -0.1053 0.1141 0.2327
C 0.0095 -0.0129 -0.0039
C -0.0504 0.0028 -0.0779
H 0.0119 0.0045 0.0058
H -0.0023 0.0171 -0.0225
H -0.0118 0.0164 -0.0134
C 0.0300 -0.0973 0.1012
C 0.0450 0.0016 -0.0257
C -0.0105 0.0357 0.0605
H -0.0055 0.0089 -0.0011
H -0.0027 0.0039 0.0174
H 0.0005 -0.0108 -0.0078
C 0.1168 0.0867 0.0662
C -0.0518 -0.0367 0.2057
C -0.0375 0.0127 0.0180
H -0.0002 -0.0074 -0.0023
H -0.0041 -0.0243 0.0151

The calculation puts the orbital gap at 7.38 eV. Its spin multiplicity is 1. The HOMO energy comes out at -7.26 eV. Its electronic energy is -106603.77791 eV.

Atomic partial charges in e from the Mulliken method, atoms 1 to 6: number 1, H, carries 0.41; number 2, P, carries 1.15; number 3, H, carries 0.64; number 4, H, carries 0.43; number 5, C, carries -0.75; number 6, H, carries 0.00

Q: What is the electronic energy in the third record?
A: -106603.77791 eV